Record 1
A single C2H7IN2 molecule at a distorted geometry, computed with ωB97M-V/def2-TZVPD.

Last column: natural (NBO) charge in e.
Cartesian coordinates (Å):
C 0.6584 1.3858 -0.4322  -0.460
N 0.1193 0.6546 0.7735  -0.386
N -0.6377 -0.4077 0.6762  -0.291
C 0.0131 -1.7110 0.0421  -0.445
I -2.6829 0.0380 -0.1776  -0.093
H 0.9151 0.6727 -1.2787  0.219
H -0.2086 2.0270 -0.6153  0.214
H 1.5693 2.0503 -0.1091  0.215
H -0.1859 1.3554 1.5761  0.370
H -0.5127 -1.9999 -1.0286  0.220
H 1.1189 -1.5727 -0.2299  0.211
H -0.1662 -2.4925 0.8035  0.226

Cartesian forces, eV/Å:
0.4 0.2 1.3
1.4 1.9 1.2
0.2 -1.9 -0.1
-1.0 1.2 -2.4
0.2 -0.2 -0.2
-0.4 1.0 1.2
0.4 0.3 -1.1
-1.7 -1.4 -0.7
0.7 -2.1 -2.3
1.1 0.7 3.0
-1.6 0.0 0.9
0.2 0.4 -0.6

HOMO-LUMO gap (alpha / beta), eV: 7.98 / 7.98
Charge: 0
2S+1: 1
E_LUMO (alpha / beta), eV: -0.08 / -0.08
SMILES: CNN(C)I



Record 2
A molecular structure, C2H7IN3 at a distorted geometry, computed with ωB97M-V/def2-TZVPD.

Last column: natural (NBO) charge in e.
Cartesian coordinates (Å):
C 1.8768 2.4006 0.2440  -0.096
C -0.4123 -2.1424 0.1395  0.294
N -0.2904 -0.8625 0.0268  -0.589
N -1.5286 -2.9428 -0.1419  -0.713
N 0.5930 2.4147 -0.0380  -0.705
I -1.8841 0.2835 -0.3997  0.485
H 2.1787 2.6810 1.2432  0.215
H 2.4994 2.1120 -0.5856  0.203
H 0.5816 -2.6255 0.3429  0.225
H -2.3121 -2.3965 -0.3153  0.409
H -1.3510 -3.9951 -0.3426  0.460
H 0.0212 2.9659 0.6088  0.401
H 0.0278 2.1072 -0.7821  0.412

Cartesian forces, eV/Å:
0.1 -0.5 -1.1
-0.4 -2.9 -0.6
0.4 0.0 -0.1
5.5 -1.0 0.8
-1.3 1.7 2.7
-1.3 1.0 0.0
0.2 0.1 -0.3
0.6 -0.2 0.4
-1.2 -0.2 0.2
-2.2 0.2 -0.8
-1.0 2.7 0.5
0.1 -0.6 -0.2
0.4 -0.5 -1.6

HOMO-LUMO gap (alpha / beta), eV: 3.94 / 6.23
Expectation value of S²: 2.020
Charge: +1
2S+1: 3
E_LUMO (alpha / beta), eV: -5.11 / -7.65



Record 3
A molecular structure, C2H7LaO3 at a distorted geometry, computed with ωB97M-V/def2-TZVPD.

Last column: natural (NBO) charge in e.
Cartesian coordinates (Å):
O 0.4507 0.2543 0.4827  -0.974
H 1.5706 -0.6883 1.0525  0.564
C 0.0815 0.9413 3.3572  -0.254
O 0.5522 1.7320 2.2910  -0.528
C -0.0291 1.4173 1.0516  0.239
H 0.3282 -0.1235 3.2151  0.156
H 0.5445 1.3131 4.2781  0.208
H -1.0177 1.0117 3.4404  0.160
H 0.2166 2.2698 0.3989  0.143
H -1.1305 1.4032 1.1702  0.092
La -1.0808 -1.9497 -1.2844  1.843
O 1.7287 -2.0138 0.7021  -1.111
H 1.7221 -2.3661 1.5956  0.464

Cartesian forces, eV/Å:
-0.3 -2.2 -0.4
-1.2 -2.9 -2.2
-0.2 -0.3 0.1
0.0 -0.2 -0.3
0.1 0.9 -0.2
0.1 0.2 0.1
-0.1 -0.1 -0.3
0.2 0.1 0.1
0.0 0.0 0.2
0.0 -0.2 0.1
2.3 1.6 2.2
-1.0 3.6 0.6
0.0 -0.4 0.1

HOMO-LUMO gap (alpha / beta), eV: 5.60 / 5.62
Expectation value of S²: 0.751
Charge: +1
2S+1: 2
E_LUMO (alpha / beta), eV: -6.25 / -6.25



> Which value of 2S+1 does entry 1 give?

1